# 1
Entry from the OMol25 dataset: a single C5H7NO2 molecule in a non-equilibrium geometry (ωB97M-V/def2-TZVPD).

For the orbital gap (alpha / beta), the calculation gives 7.20 / 7.21 eV. Its HOMO energy (alpha / beta) is -9.30 / -9.31 eV.

```
! wB97M-V def2-TZVPD RIJCOSX def2/J DEFGRID3
* xyz 0 1
C -1.63303 -0.35680 1.23088
N 1.26363 -0.14905 0.17883
C -0.78591 0.68674 0.46101
C 0.27380 -0.32339 -0.64866
C 2.43479 0.57159 -0.02369
C -0.12052 -0.81429 -1.80105
O -1.26471 1.65405 -0.13322
O 3.16726 0.36106 -0.95613
H 0.07639 0.89607 1.25694
H 2.65778 1.27017 0.79602
H -0.98327 -1.13608 1.62151
H -2.14280 0.15326 2.04558
H -2.35176 -0.77534 0.52896
H 0.51699 -1.45766 -2.38843
H -1.10862 -0.58034 -2.16854
*
```

=====

# 2
Entry from the OMol25 dataset: C5H7NO2 as an isolated structure in a non-equilibrium geometry (ωB97M-V/def2-TZVPD).

For the orbital gap, the calculation gives 9.71 eV. Its HOMO energy is -8.70 eV.

```
! wB97M-V def2-TZVPD RIJCOSX def2/J DEFGRID3
* xyz 0 1
C 0.78213 -0.59166 -0.33772
C 0.21461 -0.11196 0.97794
C 0.28292 0.79829 -0.74891
C -1.26121 0.57576 -0.58882
C -1.34820 -0.14939 0.81485
H 2.62872 0.07992 -0.21729
H 0.10096 -1.52205 -0.58678
H 0.74732 -0.30067 1.87034
H 0.56120 1.44568 -1.59452
H -1.87433 1.49355 -0.91062
H -2.68329 -0.88464 -0.51654
H -1.97843 -0.18178 1.63680
N -1.70368 -0.91271 -0.41013
O 2.11799 -0.77360 -0.22474
O 0.68227 1.16520 0.53542
*
```

=====

# 3
Entry from the OMol25 dataset: a single C5H7NO2 molecule in a non-equilibrium geometry (ωB97M-V/def2-TZVPD).

For the orbital gap, the calculation gives 10.43 eV. Its SMILES is C[C@@H]1ON=C[C@@H]2O[C@@H]12. Its HOMO energy is -9.63 eV.

```
! wB97M-V def2-TZVPD RIJCOSX def2/J DEFGRID3
* xyz 0 1
C 2.42530 0.16015 -0.15952
C 0.99171 0.13751 0.36919
C -1.70595 -0.75033 -0.15833
C -1.23334 0.53806 0.36782
C 0.00278 0.91136 -0.38747
H 2.49248 0.21954 -1.24870
H 2.95888 -0.71049 0.24971
H 2.96752 1.06790 0.33228
H 0.88989 0.36558 1.45953
H -2.72120 -1.06066 -0.53790
H -1.12235 0.53023 1.43546
H 0.01268 0.64920 -1.48884
N -0.76778 -1.66542 -0.10381
O 0.57664 -1.28283 0.10214
O -0.94995 1.85985 -0.06027
*
```

=====

The following ΔE to the lowest compared entry with this formula, charge and spin values (in eV) correspond, in order, to the records above: 5.354; 4.958; 5.771.